Entry A
Density functional theory data (wB97M-V/def2-TZVPD) for 2 unconnected molecules or ions with the total composition C4H8NO3.

## Properties
Multiplicity: 2
Expectation value of S²: 0.7548
E_HOMO (alpha / beta): -9.727 / -9.725 eV
Lowest unoccupied orbital energy (alpha / beta): 0.5 / -3.9 eV

Last column: natural (NBO) charge in e.
Geometry (Å):
1 C 1.12 -1.32 0.73  -0.73
2 C 0.45 -0.60 1.81  0.64
3 O 1.07 -0.52 2.82  -0.59
4 N -0.84 -0.26 1.78  -0.80
5 H -1.21 0.31 2.45  0.39
6 H -1.15 0.20 0.86  0.37
7 H 0.43 -2.00 0.16  0.22
8 H 2.09 -1.74 1.18  0.27
9 H 1.37 -0.79 -0.20  0.23
10 C -0.82 0.58 -1.99  -0.73
11 C -0.06 1.48 -1.16  0.69
12 O 1.12 1.29 -1.19  -0.16
13 O -0.64 2.39 -0.55  -0.57
14 H -0.25 0.18 -2.93  0.25
15 H -1.67 1.16 -2.28  0.27
16 H -1.00 -0.36 -1.48  0.25


Entry B
Density functional theory data (wB97M-V/def2-TZVPD) for 2 unconnected molecules or ions with the total composition C4H8NO3.

## Properties
Multiplicity: 2
Expectation value of S²: 0.7570
E_HOMO (alpha / beta): -9.314 / -9.299 eV
Lowest unoccupied orbital energy (alpha / beta): 0.5 / -3.8 eV

Last column: natural (NBO) charge in e.
Geometry (Å):
1 C -3.35 -0.56 -0.61  -0.74
2 C -2.07 -0.11 0.02  0.75
3 O -1.67 1.08 -0.09  -0.27
4 O -1.30 -0.88 0.60  -0.49
5 H -4.19 -0.60 0.07  0.26
6 H -3.15 -1.42 -1.24  0.26
7 H -3.59 0.21 -1.35  0.24
8 C 1.36 1.26 -0.18  -0.73
9 C 2.24 0.12 0.09  0.66
10 O 3.45 0.19 -0.07  -0.62
11 N 1.65 -1.06 0.46  -0.83
12 H 2.02 -1.99 0.51  0.40
13 H 0.65 -1.18 0.34  0.40
14 H 0.33 1.00 -0.44  0.22
15 H 1.71 1.87 -1.02  0.24
16 H 1.24 2.07 0.53  0.24


How do the structures above rank in stability at the extremes? entry B comes first and entry A comes last.